# 1
Formula: C12H14FN5O
Source: OMol25
Level of theory: ωB97M-V with the def2-TZVPD basis set

Each line ends with the Löwdin charge.
Cartesian coordinates (Å):
O1 -3.725 -2.239 -1.835  0.15
C1 -3.009 -1.731 -2.647  -0.43
F1 -3.489 -0.719 -3.422  0.08
C2 -1.580 -2.102 -2.992  -0.02
C3 -0.659 -2.093 -1.788  -0.33
N1 -1.103 -2.698 -0.695  0.14
N2 -0.306 -2.647 0.356  0.13
C4 0.843 -1.997 0.187  -0.36
C5 1.738 -1.884 1.396  -0.13
C6 1.685 -0.484 2.032  -0.20
C7 0.278 0.112 2.185  -0.16
C8 0.370 1.665 2.311  -0.12
N3 0.250 2.259 0.987  -0.11
C9 1.051 2.029 -0.091  -0.14
C10 0.635 2.760 -1.137  -0.10
C11 -0.498 3.527 -0.693  -0.09
C12 -0.676 3.154 0.587  -0.14
N4 1.300 -1.430 -0.924  0.13
N5 0.502 -1.481 -1.973  0.13
H1 -1.627 -3.100 -3.432  0.14
H2 -1.221 -1.417 -3.756  0.12
H3 2.753 -2.030 1.018  0.11
H4 1.528 -2.698 2.087  0.11
H5 2.374 0.192 1.532  0.10
H6 2.086 -0.589 3.046  0.11
H7 -0.226 -0.253 3.081  0.11
H8 -0.382 -0.061 1.334  0.11
H9 -0.536 1.964 2.836  0.12
H10 1.270 1.977 2.839  0.13
H11 1.907 1.385 -0.207  0.11
H12 1.018 2.811 -2.142  0.09
H13 -1.071 4.240 -1.255  0.09
H14 -1.479 3.578 1.174  0.12

Output
net charge: 0
gap between HOMO and LUMO: 7.292 eV
calculated total energy: -24884.10188 eV
SMILES: O=C(F)Cc1nnc(CCCCn2cccc2)nn1
M: 263.3 g mol⁻¹
HOMO level: -8.378 eV

# 2
Formula: C6H10O
Source: OMol25
Level of theory: ωB97M-V with the def2-TZVPD basis set

Each line ends with the Löwdin charge.
Cartesian coordinates (Å):
C1 1.363 -1.054 1.150  -0.08
C2 -0.027 -1.070 0.535  -0.34
C3 -0.003 -0.697 -0.973  -0.06
C4 -0.424 0.713 -0.571  -0.45
C5 -0.873 1.854 -1.358  -0.08
O1 0.431 1.821 -0.788  -0.01
C6 -0.791 0.250 0.836  -0.06
H1 1.822 -0.072 0.993  0.09
H2 1.324 -1.235 2.229  0.08
H3 2.016 -1.807 0.699  0.08
H4 -0.562 -1.995 0.778  0.13
H5 0.970 -0.775 -1.470  0.12
H6 -0.763 -1.213 -1.571  0.12
H7 -0.910 1.783 -2.445  0.11
H8 -1.553 2.582 -0.917  0.11
H9 -1.870 0.126 0.972  0.12
H10 -0.386 0.856 1.655  0.12

Output
net charge: 0
gap between HOMO and LUMO: 11.087 eV
calculated total energy: -8429.82376 eV
SMILES: C[C@H]1C[C@]2(CO2)C1
M: 98.1 g mol⁻¹
HOMO level: -10.025 eV

> What is the formula in the second record?

C6H10O